# 1
{
  "formula": "C21H19ClN4O2S2",
  "method": "the ωB97M-V functional and the def2-TZVPD basis",
  "symbols": ["O", "C", "N", "C", "N", "N", "C", "S", "C", "C", "C", "C", "C", "C", "C", "H", "H", "Cl", "H", "H", "H", "H", "S", "H", "C", "C", "C", "O", "N", "C", "C", "C", "C", "C", "C", "C", "H", "H", "H", "H", "H", "H", "H", "C", "H", "H", "H", "H", "H"],
  "xyz": [[-0.09717, 0.49608, -5.16655], [0.11870, 0.31240, -3.99248], [1.20414, -0.47889, -3.65809], [1.69005, -0.94725, -2.47294], [1.05538, -1.06886, -1.36312], [1.77329, -1.56657, -0.37025], [2.98962, -1.84814, -0.68827], [4.16991, -2.51272, 0.37295], [3.32948, -2.22643, 1.98895], [3.43383, -0.78955, 2.37718], [2.38486, 0.08873, 2.13223], [2.49813, 1.43153, 2.44204], [3.67283, 1.89735, 3.00926], [4.72981, 1.03674, 3.26677], [4.60707, -0.30096, 2.94356], [5.43261, -0.97304, 3.12880], [5.63871, 1.41321, 3.70909], [3.83037, 3.57217, 3.40217], [1.67939, 2.09755, 2.22207], [1.47287, -0.26936, 1.68160], [2.29900, -2.54960, 1.86279], [3.86018, -2.87978, 2.68008], [3.37851, -1.49862, -2.37251], [1.74671, -0.73837, -4.47575], [-0.71681, 0.95408, -2.90850], [0.09757, 1.79051, -1.91159], [-0.36831, 1.34522, -0.53226], [-0.00735, 1.81196, 0.52594], [-1.26449, 0.35828, -0.68855], [-1.82686, -0.38622, 0.41147], [-3.32807, -0.26521, 0.43479], [-3.90914, 0.99038, 0.57000], [-5.28462, 1.12958, 0.56798], [-6.09469, 0.01371, 0.43286], [-5.52312, -1.23940, 0.29822], [-4.14526, -1.37736, 0.29490], [-3.70202, -2.35732, 0.18715], [-6.15094, -2.11196, 0.19262], [-7.16920, 0.12134, 0.43330], [-5.72726, 2.10889, 0.67500], [-3.27225, 1.85616, 0.67928], [-1.52200, -1.43554, 0.33004], [-1.39570, 0.04300, 1.32140], [-1.51170, -0.04920, -2.04582], [-2.58318, -0.00188, -2.26684], [-1.17310, -1.08054, -2.19559], [-0.07519, 2.85947, -2.03286], [1.17242, 1.62505, -1.98680], [-1.41701, 1.59938, -3.44573]],
  "relative_energy_ev": 0.000,
  "homo_lumo_gap_ev": 8.836,
  "multiplicity": 1,
  "smiles": "O=C(Nc1nnc(SCc2ccc(Cl)cc2)s1)[C@@H]1CC(=O)N(Cc2ccccc2)C1"
}

# 2
{
  "formula": "CH3PS",
  "method": "the ωB97M-V functional and the def2-TZVPD basis",
  "symbols": ["C", "P", "S", "H", "H", "H"],
  "xyz": [[-2.50329, 0.04350, 0.44242], [-2.81887, -1.29813, -0.22172], [2.50813, -0.90408, 0.03118], [1.73278, -1.96913, -0.59979], [3.09824, -0.47155, -0.97073], [-2.13740, 0.93413, 0.98399]],
  "relative_energy_ev": 3.896,
  "homo_lumo_gap_ev": [6.727, 6.894],
  "multiplicity": 3
}

# 3
{
  "formula": "C36H34N2O5S6Ti",
  "method": "the ωB97M-V functional and the def2-TZVPD basis",
  "symbols": ["Ti", "S", "C", "C", "C", "C", "C", "C", "S", "C", "C", "C", "C", "C", "C", "C", "S", "C", "C", "C", "C", "C", "C", "S", "N", "H", "H", "H", "H", "H", "H", "H", "H", "H", "H", "H", "H", "H", "H", "H", "C", "C", "C", "C", "C", "C", "C", "S", "O", "O", "N", "C", "C", "O", "O", "H", "H", "H", "H", "H", "H", "H", "H", "H", "C", "C", "C", "C", "C", "C", "C", "S", "C", "O", "H", "H", "H", "H", "H", "H", "H", "H", "H", "H"],
  "xyz": [[-0.41675, -0.34397, 0.86609], [-0.11982, -2.14582, -0.58633], [1.61837, -2.38700, -0.56114], [2.29280, -2.95213, -1.64334], [3.64732, -3.21879, -1.55945], [4.34782, -2.92663, -0.39207], [3.69104, -2.35449, 0.68283], [2.32718, -2.07380, 0.60267], [1.45330, -1.34080, 1.93732], [1.96936, 1.92297, 1.54304], [0.66129, 2.50386, 2.02585], [0.51197, 3.55079, 2.92037], [-0.75459, 4.10054, 3.06691], [-1.80457, 3.68000, 2.25778], [-1.56763, 2.62891, 1.38971], [-2.46407, 2.18634, 0.25537], [-1.49226, 1.27690, -1.00270], [-0.24639, 2.50606, -1.36707], [-0.64260, 3.58303, -2.14906], [0.27430, 4.54205, -2.55424], [1.60822, 4.40901, -2.20448], [2.01596, 3.32236, -1.44435], [1.09655, 2.37816, -1.00901], [1.70760, 1.01352, -0.03025], [-0.38980, 2.02679, 1.38472], [1.74486, -3.17634, -2.54998], [4.16196, -3.65636, -2.40534], [5.40665, -3.14078, -0.32512], [4.22813, -2.11359, 1.59199], [2.69190, 2.71980, 1.36678], [2.39586, 1.19688, 2.23400], [1.36016, 3.94645, 3.46217], [-0.90835, 4.91246, 3.76574], [-2.76246, 4.18198, 2.28004], [-2.92923, 3.05448, -0.21206], [-3.25323, 1.49344, 0.54000], [-1.67941, 3.65668, -2.45548], [-0.05145, 5.37708, -3.16023], [2.33631, 5.13775, -2.53534], [3.06192, 3.19597, -1.19278], [-8.43872, -0.35106, 3.55791], [-7.21387, -0.61203, 2.72357], [-6.04244, 0.11238, 2.92335], [-4.90830, -0.14698, 2.17113], [-4.93793, -1.14115, 1.20382], [-6.08943, -1.88799, 1.00314], [-7.21984, -1.61252, 1.75528], [-3.51698, -1.46688, 0.18636], [-3.51672, -0.48491, -0.87348], [-3.61581, -2.85325, -0.18902], [-2.26693, -1.14893, 1.13782], [-2.22266, -1.89398, 2.40570], [-1.55412, -0.96248, 3.40817], [-1.73775, -1.01872, 4.59708], [-0.77121, -0.09243, 2.79538], [-8.32016, 0.54623, 4.16347], [-8.63194, -1.18806, 4.23126], [-9.32067, -0.22608, 2.92874], [-6.01226, 0.87759, 3.68973], [-3.99006, 0.39334, 2.36708], [-6.08447, -2.67978, 0.26656], [-8.12132, -2.19238, 1.59463], [-1.61526, -2.79989, 2.31207], [-3.21025, -2.18547, 2.76348], [-5.53471, -2.75438, -3.29034], [-4.30574, -1.95118, -3.61223], [-4.40036, -0.66419, -4.12443], [-3.26203, 0.09769, -4.34779], [-2.01752, -0.44984, -4.09005], [-1.89835, -1.73684, -3.58433], [-3.03998, -2.47635, -3.34436], [-0.57472, 0.57367, -4.29727], [0.06159, -0.31583, -5.72101], [0.40006, 0.29225, -3.20092], [-6.44227, -2.22356, -3.57634], [-5.56558, -2.95164, -2.21784], [-5.52196, -3.71619, -3.80579], [-5.37726, -0.23724, -4.31747], [-3.34293, 1.11624, -4.70989], [-0.92033, -2.12933, -3.34074], [-2.95538, -3.46479, -2.90866], [-0.66027, -0.25334, -6.53447], [0.23567, -1.35143, -5.43321], [0.99847, 0.16281, -6.00254]],
  "relative_energy_ev": 0.000,
  "homo_lumo_gap_ev": 7.288,
  "multiplicity": 1
}

# 4
{
  "formula": "C5H8O2",
  "method": "the ωB97M-V functional and the def2-TZVPD basis",
  "symbols": ["C", "C", "O", "C", "O", "C", "C", "H", "H", "H", "H", "H", "H", "H", "H"],
  "xyz": [[0.47579, 1.04949, 1.31685], [0.47307, 0.03556, 0.44268], [-1.70123, 1.29167, -0.95379], [1.30247, 0.06296, -0.83533], [0.98700, -0.91602, -1.79128], [-0.30325, -1.14949, 0.69715], [-0.94739, -2.15113, 0.88974], [1.04682, 1.95435, 1.11686], [-0.08702, 1.00219, 2.24439], [-1.19801, 1.58476, -0.18205], [-2.23558, 0.57106, -0.59897], [2.34429, -0.10849, -0.54188], [1.23534, 1.07114, -1.26708], [0.09859, -1.24998, -1.63593], [-1.49088, -3.04806, 1.09865]],
  "relative_energy_ev": 3.039,
  "homo_lumo_gap_ev": 9.921,
  "multiplicity": 1,
  "smiles": "C#CC(=C)CO.O"
}

Number 1: maximum force 0.037 Eh/bohr. Number 2: maximum force 0.160 Eh/bohr. Number 3: maximum force 0.016 Eh/bohr. Number 4: maximum force 0.009 Eh/bohr.